{
  "formula": "C5H15N2",
  "method": "ωB97M-V/def2-TZVPD",
  "homo_energy_ev": -11.24,
  "total_energy_ha": -308.7215,
  "homo_lumo_gap_ev": 7.440,
  "largest_force_ev_per_a": 0.5,
  "charge": 1,
  "e_lumo_ev": -3.80,
  "elements": ["C", "C", "C", "N", "H", "H", "H", "H", "H", "H", "H", "H", "C", "N", "C", "H", "H", "H", "H", "H", "H", "H"],
  "coordinates": [[1.197, -1.565, 1.386], [0.730, -1.964, 0.030], [-0.190, -1.458, -0.755], [1.500, -3.145, -0.509], [0.543, -0.796, 1.788], [1.193, -2.417, 2.067], [2.214, -1.171, 1.334], [-0.402, -1.838, -1.745], [-0.777, -0.620, -0.407], [1.242, -3.995, -0.001], [2.510, -3.020, -0.400], [1.301, -3.294, -1.499], [-2.171, 2.689, -0.687], [-0.962, 3.219, -0.082], [-0.017, 2.193, 0.273], [-1.913, 2.147, -1.598], [-2.724, 2.000, -0.033], [-2.839, 3.500, -0.965], [-1.194, 3.791, 0.719], [-0.412, 1.445, 0.988], [0.870, 2.634, 0.726], [0.302, 1.668, -0.631]]
}



{
  "formula": "C3H11NO3",
  "method": "ωB97M-V/def2-TZVPD",
  "homo_energy_ev": -9.17,
  "smiles": "NC(CO)CO.O",
  "total_energy_ha": -401.3031,
  "homo_lumo_gap_ev": 9.833,
  "largest_force_ev_per_a": 5.8,
  "e_lumo_ev": 0.67,
  "elements": ["N", "C", "C", "O", "C", "O", "H", "H", "H", "H", "H", "H", "H", "H", "H", "O", "H", "H"],
  "coordinates": [[-0.833, -0.334, -0.327], [-0.331, 0.314, 0.887], [0.385, -0.850, 1.679], [-0.133, -2.175, 1.436], [0.573, 1.460, 0.401], [-0.218, 2.632, 0.161], [-0.209, -0.391, -1.132], [-1.154, -1.277, -0.258], [-1.242, 0.696, 1.428], [0.171, -0.691, 2.803], [1.366, -1.001, 1.509], [-1.023, -2.304, 1.668], [1.447, 1.275, -0.370], [1.075, 1.635, 1.280], [-0.677, 2.482, -0.675], [0.640, -0.596, -3.401], [-0.156, -0.852, -2.914], [0.319, -0.021, -4.175]]
}



{
  "formula": "C3H12N2",
  "method": "ωB97M-V/def2-TZVPD",
  "homo_energy_ev": -8.47,
  "smiles": "CNC.CN",
  "total_energy_ha": -230.9648,
  "homo_lumo_gap_ev": 9.505,
  "largest_force_ev_per_a": 1.5,
  "e_lumo_ev": 1.04,
  "elements": ["C", "N", "C", "H", "H", "H", "H", "H", "H", "H", "C", "N", "H", "H", "H", "H", "H"],
  "coordinates": [[0.721, -0.989, 1.274], [-0.679, -0.956, 0.791], [-0.872, -1.828, -0.381], [1.299, -1.830, 0.885], [0.712, -0.891, 2.352], [1.231, -0.114, 0.855], [-1.265, -1.293, 1.537], [-0.349, -2.784, -0.262], [-1.948, -1.930, -0.510], [-0.450, -1.373, -1.271], [0.503, 2.216, -1.238], [-0.475, 1.815, -0.229], [0.440, 1.505, -2.059], [0.405, 3.256, -1.537], [1.538, 2.155, -0.857], [-0.611, 0.831, 0.002], [-0.200, 2.210, 0.647]]
}



{
  "formula": "C26H33N2O4S",
  "method": "ωB97M-V/def2-TZVPD",
  "homo_energy_ev": -12.04,
  "total_energy_ha": -1818.9663,
  "homo_lumo_gap_ev": 8.250,
  "largest_force_ev_per_a": 1.2,
  "charge": 1,
  "e_lumo_ev": -3.79,
  "elements": ["C", "C", "C", "S", "C", "N", "C", "C", "C", "C", "C", "C", "C", "H", "H", "N", "O", "O", "H", "H", "H", "H", "H", "C", "H", "H", "C", "H", "H", "O", "C", "O", "C", "H", "H", "C", "C", "H", "C", "C", "H", "H", "C", "C", "H", "H", "H", "C", "C", "C", "H", "H", "C", "H", "H", "H", "H", "H", "C", "H", "H", "H", "H", "H", "H", "H"],
  "coordinates": [[-3.940, -0.107, -2.045], [-4.092, -0.499, -0.623], [-3.855, -1.738, -0.095], [-4.155, -1.744, 1.608], [-4.570, -0.115, 1.548], [-4.482, 0.402, 0.333], [-4.594, 1.831, 0.096], [-3.203, 2.431, 0.094], [-2.660, 2.972, -1.065], [-1.366, 3.459, -1.065], [-0.623, 3.404, 0.104], [-1.162, 2.892, 1.276], [-2.451, 2.402, 1.263], [-2.870, 1.994, 2.171], [-0.564, 2.883, 2.174], [0.750, 3.875, 0.103], [1.330, 3.880, 1.163], [1.218, 4.213, -0.957], [-0.920, 3.873, -1.956], [-3.247, 3.024, -1.969], [-5.092, 2.007, -0.858], [-5.196, 2.268, 0.895], [-4.880, 0.450, 2.407], [-3.268, -2.930, -0.764], [-3.346, -3.796, -0.107], [-3.795, -3.151, -1.694], [-1.783, -2.691, -1.100], [-1.377, -3.577, -1.591], [-1.679, -1.818, -1.753], [-0.987, -2.497, 0.059], [-0.784, -1.243, 0.497], [-1.391, -0.293, 0.054], [0.262, -1.200, 1.560], [-0.016, -0.458, 2.309], [0.339, -2.186, 2.018], [1.651, -0.810, 0.973], [1.637, 0.635, 0.472], [1.391, 1.303, 1.300], [3.017, 1.000, -0.079], [3.386, 0.059, -1.223], [4.364, 0.334, -1.622], [2.659, 0.154, -2.034], [3.420, -1.388, -0.723], [3.786, -2.336, -1.865], [4.769, -2.091, -2.259], [3.065, -2.260, -2.676], [3.806, -3.366, -1.517], [4.446, -1.500, 0.408], [4.072, -0.556, 1.548], [4.049, 0.883, 1.039], [5.035, 1.160, 0.663], [3.796, 1.568, 1.850], [2.692, -0.934, 2.089], [2.713, -1.959, 2.466], [2.428, -0.274, 2.918], [4.807, -0.649, 2.354], [5.437, -1.247, 0.029], [4.482, -2.529, 0.772], [2.032, -1.744, -0.177], [1.303, -1.656, -0.988], [2.023, -2.780, 0.169], [2.998, 2.030, -0.451], [0.876, 0.757, -0.304], [-3.861, -0.989, -2.672], [-4.792, 0.479, -2.384], [-3.035, 0.489, -2.164]]
}